Computed, not measured: 2 unconnected molecules or ions with the total composition C4H12NO2 in a non-equilibrium geometry, with ωB97M-V/def2-TZVPD.

Calculated values
LUMO level = 4.1 eV
frontier orbital gap = 6.96 eV
net charge = -1
E_tot = -364.78414 hartree
max |F| = 3.4 eV/A

XYZ file:
```
19
C4H12NO2 (ωB97M-V/def2-TZVPD)
C -2.828 0.379 0.078
C -1.951 0.914 1.303
N -0.508 0.798 1.300
C 0.051 1.117 -0.002
C 1.548 0.368 -0.125
O 1.307 -0.946 -0.045
H -3.014 -0.654 -0.010
H -3.812 0.976 -0.042
H -2.311 0.579 -0.802
H -2.509 0.431 2.119
H -2.048 2.041 1.378
H -0.081 -0.028 1.648
H -0.496 0.646 -0.946
H 0.276 2.237 -0.026
H 2.209 0.844 0.634
H 1.803 0.695 -1.192
H 2.065 -1.395 -1.733
H 2.159 -2.784 -1.161
O 2.244 -2.284 -2.016
```